1.
Here is an isolated molecule of C3H8N2S from OMol25. Energies are from the ωB97M-V functional and the def2-TZVPD basis.

Each line ends with the Mulliken charge.
Element x y z (Å)
C 1.34 -0.81 0.89  -0.31
C 0.26 -1.60 -0.04  -0.45
C -0.26 2.13 -0.96  -0.91
N 1.62 0.34 0.31  -0.43
N -0.68 -0.73 -0.63  -0.45
S -0.12 0.44 -1.79  0.01
H 0.71 -0.59 1.79  0.30
H 2.13 -1.54 1.10  0.36
H 0.89 -1.92 -0.93  0.29
H -0.13 -2.52 0.58  0.28
H -1.18 2.58 -1.25  0.30
H 0.61 2.46 -1.30  0.35
H -0.27 1.92 0.06  0.33
H -0.97 -0.06 0.07  0.31

**HOMO-LUMO gap (spin up / spin down)**: 7.68 / 7.48 eV
**Energy relative to the best compared isomer or geometry (same formula, charge and spin)**: 144.9 kcal per mole

=====

2.
Here is an isolated molecule of C4H9N3O from OMol25. Energies are from the ωB97M-V functional and the def2-TZVPD basis.

Each line ends with the Mulliken charge.
Element x y z (Å)
C -0.73 1.38 -1.80  -0.97
C -0.15 1.01 -0.66  0.63
N -0.44 1.28 0.62  -0.74
C -0.29 0.27 1.45  0.86
N -0.95 -0.92 1.30  -0.48
N 0.25 0.51 2.68  -0.42
O 0.98 -0.05 -0.57  -0.39
C 1.08 -1.05 -1.54  -0.65
H -0.30 1.15 -2.76  0.22
H -1.63 1.98 -1.77  0.27
H -1.12 -1.19 0.34  0.23
H -0.67 -1.69 1.90  0.22
H 0.05 -0.13 3.43  0.21
H 0.57 1.46 2.81  0.27
H 2.04 -1.56 -1.41  0.21
H 1.04 -0.65 -2.57  0.27
H 0.26 -1.79 -1.44  0.25

**HOMO-LUMO gap**: 8.41 eV
**Energy relative to the best compared isomer or geometry (same formula, charge and spin)**: 51.1 kcal per mole
**SMILES**: C=C(N=C(N)N)OC

=====

3.
Here is a cluster of 12 separate species, C13H7Cl44F4NOP in total from OMol25. Energies are from the ωB97M-V functional and the def2-TZVPD basis.

Each line ends with the Mulliken charge.
Element x y z (Å)
N 1.52 0.38 2.91  -0.37
P 2.15 -1.31 2.68  0.61
O 2.72 -2.94 2.44  -0.55
C 0.32 -2.04 2.83  0.46
F 0.13 -2.71 4.03  -0.29
F 0.12 -3.00 1.84  -0.25
C -0.84 -1.07 2.65  -0.02
F -0.82 -0.57 1.38  -0.28
F -2.05 -1.76 2.76  -0.25
H 1.88 0.75 3.78  0.19
H 1.90 0.98 2.19  0.07
H 2.29 -1.45 4.13  -0.08
H 3.52 -0.83 2.55  -0.04
H 1.93 -1.20 1.27  -0.71
H 2.52 -3.44 3.24  0.25
H -0.87 -0.27 3.39  0.42
C -0.26 -6.33 5.02  0.29
Cl -0.08 -7.71 3.93  -0.12
Cl -1.49 -5.24 4.39  -0.01
Cl -0.75 -6.92 6.62  -0.13
Cl 1.29 -5.50 5.17  -0.08
C 3.15 4.75 3.04  0.30
Cl 3.49 3.66 4.38  -0.10
Cl 4.66 5.19 2.23  -0.04
Cl 2.08 3.97 1.88  -0.08
Cl 2.38 6.22 3.66  -0.11
C 1.32 -2.86 -1.98  0.36
Cl 2.27 -4.30 -1.64  -0.12
Cl 2.01 -1.49 -1.12  -0.04
Cl 1.32 -2.55 -3.74  -0.15
Cl -0.34 -3.10 -1.44  -0.04
C 0.93 6.47 -1.76  0.24
Cl 0.56 5.15 -2.87  -0.07
Cl 2.25 6.02 -0.68  0.03
Cl 1.40 7.90 -2.70  -0.08
Cl -0.50 6.84 -0.80  -0.11
C 3.70 2.42 -3.70  0.10
Cl 3.58 3.85 -2.68  0.12
Cl 5.39 1.95 -3.89  -0.11
Cl 2.80 1.08 -3.00  -0.01
Cl 3.02 2.81 -5.30  -0.12
C -2.43 -6.59 -3.07  0.26
Cl -4.10 -6.02 -3.23  -0.05
Cl -2.12 -7.04 -1.39  -0.08
Cl -2.21 -8.01 -4.11  -0.13
Cl -1.32 -5.32 -3.55  -0.03
C 0.85 7.71 -6.64  0.27
Cl 0.43 7.89 -8.35  -0.11
Cl -0.58 7.96 -5.65  -0.07
Cl 1.50 6.10 -6.36  0.00
Cl 2.07 8.92 -6.22  -0.10
C -5.57 -0.69 1.02  0.28
Cl -6.43 0.56 1.94  -0.09
Cl -3.87 -0.28 0.95  0.00
Cl -5.78 -2.24 1.83  -0.10
Cl -6.25 -0.79 -0.62  -0.13
C 7.39 5.82 -1.26  0.30
Cl 5.68 6.23 -1.42  -0.02
Cl 7.78 5.56 0.44  -0.10
Cl 7.72 4.35 -2.18  -0.08
Cl 8.37 7.15 -1.89  -0.11
C -4.53 0.45 5.96  0.28
Cl -3.51 1.74 6.61  -0.12
Cl -5.12 -0.56 7.29  -0.12
Cl -5.91 1.17 5.12  -0.10
Cl -3.61 -0.53 4.83  0.06
C -7.80 -7.07 -5.44  0.36
Cl -6.79 -8.48 -5.09  -0.09
Cl -7.15 -5.66 -4.59  -0.08
Cl -7.82 -6.76 -7.18  -0.10
Cl -9.45 -7.38 -4.88  -0.10

**Charge**: -1
**HOMO-LUMO gap**: 6.01 eV

=====

4.
Here is an isolated molecule of C5H8N2O from OMol25. Energies are from the ωB97M-V functional and the def2-TZVPD basis.

Each line ends with the Mulliken charge.
Element x y z (Å)
C -3.20 -0.09 0.41  -0.68
C -2.11 0.30 -0.30  0.03
O -0.99 -0.48 -0.48  -0.38
C 0.18 0.07 -0.35  0.92
C 1.08 -0.97 -0.36  -0.40
C 2.15 -1.58 0.33  -0.51
N 0.52 1.32 -0.10  -0.33
N 1.86 1.80 -0.10  -0.63
H -3.86 -1.18 0.58  0.23
H -3.94 0.70 0.52  0.25
H -1.83 1.29 -0.75  0.36
H 0.82 -1.41 -1.36  0.19
H 2.61 -0.95 1.21  0.21
H 2.54 -2.66 -0.19  0.21
H 2.54 1.27 0.36  0.23
H 1.62 2.58 0.56  0.29

**HOMO-LUMO gap**: 9.17 eV
**Energy relative to the best compared isomer or geometry (same formula, charge and spin)**: 151.9 kcal per mole
**SMILES**: C=CO/C(C=C)=N/N

=====

5.
Here is a cluster of 2 separate species, CH3NO2P2 in total from OMol25. Energies are from the ωB97M-V functional and the def2-TZVPD basis.

Each line ends with the Mulliken charge.
Element x y z (Å)
N -0.33 0.61 0.08  -0.23
C -0.01 -0.11 0.92  0.19
P 0.57 -1.25 2.23  0.14
O 1.57 -2.11 1.27  -0.51
H 1.46 -0.31 2.71  0.06
H 1.38 -2.69 0.54  0.36
O -0.84 1.32 -3.25  -0.40
P -1.18 2.34 -2.27  0.38
H -2.61 2.20 -2.25  0.01

**HOMO-LUMO gap**: 8.93 eV
**Energy relative to the best compared isomer or geometry (same formula, charge and spin)**: 36.9 kcal per mole
**SMILES**: N#CPO.O=P

=====

6.
Here is a structure of composition C13H23Cl2NOPd from OMol25. Energies are from the ωB97M-V functional and the def2-TZVPD basis.

Each line ends with the Mulliken charge.
Element x y z (Å)
Pd -0.78 -0.38 -1.70  0.00
Cl 0.74 -1.60 -3.00  -0.46
Cl -0.88 -1.31 1.83  -0.21
C -2.43 -0.37 -0.83  -1.20
H -2.53 0.24 0.06  0.38
H -3.27 -0.28 -1.53  0.47
C -0.85 -2.11 0.26  1.35
C -2.12 -1.91 -0.48  -0.74
H -0.01 -1.61 -0.28  0.10
C -2.33 -2.77 -1.72  -0.49
H -2.95 -2.16 0.20  0.37
C -1.79 -4.20 -1.60  -0.82
H -3.41 -2.79 -1.96  0.35
H -1.82 -2.30 -2.58  0.32
C -0.40 -4.25 -0.97  -0.44
H -2.48 -4.79 -0.97  0.36
H -1.76 -4.67 -2.59  0.37
C -0.41 -3.58 0.40  -1.08
H -0.04 -5.28 -0.88  0.34
H 0.31 -3.71 -1.63  0.14
H -1.12 -4.10 1.07  0.38
H 0.58 -3.62 0.86  0.40
O 1.20 0.46 -0.62  -0.41
C 1.39 1.59 -0.15  0.17
C 0.31 2.64 0.00  -0.40
C 0.11 3.11 1.44  -0.55
C 1.10 4.20 1.87  -0.70
C 2.53 3.69 2.01  -0.56
C 3.14 3.22 0.70  -0.75
N 2.65 1.90 0.27  -0.06
H 0.57 3.49 -0.65  0.37
H -0.62 2.19 -0.37  0.03
H -0.91 3.51 1.54  0.34
H 0.17 2.25 2.14  0.30
H 1.08 5.01 1.13  0.31
H 0.78 4.61 2.83  0.33
H 3.16 4.51 2.39  0.34
H 2.57 2.88 2.76  0.31
H 2.95 3.97 -0.09  0.31
H 4.22 3.12 0.82  0.41
H 3.34 1.21 0.01  0.34

**HOMO-LUMO gap (spin up / spin down)**: 5.52 / 5.97 eV
**Energy relative to the best compared isomer or geometry (same formula, charge and spin)**: 0.0 kcal per mole
**2S+1**: 5

=====

7.
Here is a cluster of 10 separate species, C24H34N10 in total from OMol25. Energies are from the ωB97M-V functional and the def2-TZVPD basis.

Each line ends with the Mulliken charge.
Element x y z (Å)
C -5.68 0.99 -1.51  -0.72
C -5.89 2.35 -1.82  -0.48
C -4.65 3.07 -1.57  -0.51
N -3.72 2.13 -1.28  0.14
C -4.36 0.89 -1.24  -0.30
H -6.41 0.20 -1.54  0.43
H -6.82 2.78 -2.17  0.38
H -4.28 4.08 -1.61  0.40
H -2.76 2.25 -0.98  0.22
H -3.78 0.02 -1.00  0.43
C -0.24 0.74 4.27  -0.05
C 0.46 1.74 4.95  -0.65
C 1.64 1.17 5.46  -0.52
N 1.50 -0.20 5.34  -0.02
C 0.41 -0.44 4.52  -0.75
H -1.14 0.99 3.73  0.49
H 0.21 2.78 4.83  0.39
H 2.45 1.49 6.09  0.44
H 2.12 -0.90 5.72  0.20
H 0.32 -1.41 4.08  0.47
C -2.34 -3.02 1.44  0.35
C -2.14 -4.48 1.48  0.19
N -1.97 -5.65 1.52  -0.56
H -2.37 -2.72 0.40  -0.24
H -1.46 -2.59 1.93  -0.19
H -3.27 -2.68 1.90  0.41
C 1.92 -2.77 -2.27  -0.13
C 1.23 -2.40 -3.45  0.33
N 0.66 -2.05 -4.35  -0.48
H 2.03 -1.82 -1.74  -0.07
H 2.90 -3.22 -2.45  0.38
H 1.19 -3.33 -1.69  -0.06
C 3.82 2.96 -2.18  -0.94
C 3.65 1.57 -1.71  0.37
N 3.56 0.50 -1.36  -0.36
H 4.80 3.31 -1.86  0.38
H 3.13 3.60 -1.62  0.26
H 3.59 2.98 -3.24  0.30
C -0.06 3.59 -3.72  -1.01
C 0.19 2.58 -2.62  0.46
N 0.53 1.88 -1.75  -0.35
H -0.19 4.61 -3.35  0.32
H -0.84 3.26 -4.41  0.32
H 0.84 3.50 -4.32  0.31
C 0.88 -6.15 0.54  -1.10
C 0.98 -4.76 0.85  0.51
N 1.07 -3.64 1.08  -0.38
H 0.86 -6.42 -0.51  0.32
H 0.15 -6.75 1.09  0.33
H 1.79 -6.68 0.82  0.34
C 3.32 2.96 1.81  0.14
C 4.80 3.16 1.73  0.21
N 5.94 3.26 1.57  -0.42
H 3.01 2.24 1.05  -0.32
H 2.70 3.85 1.75  0.32
H 3.17 2.48 2.78  0.08
C 0.89 -0.15 0.92  0.30
C -0.52 -0.02 1.05  0.37
N -1.64 0.17 1.03  -0.46
H 1.12 -0.34 -0.13  -0.15
H 1.12 -1.07 1.46  0.21
H 1.45 0.66 1.38  -0.21
C -1.54 -0.39 -2.60  -0.21
C -1.79 -1.80 -2.30  0.25
N -1.98 -2.91 -2.08  -0.58
H -0.68 -0.10 -3.20  0.42
H -1.63 0.16 -1.67  -0.33
H -2.32 -0.07 -3.30  0.38

**HOMO-LUMO gap**: 7.95 eV
**SMILES**: c1cc[nH]c1.c1cc[nH]c1.CC#N.CC#N.CC#N.CC#N.CC#N.CC#N.CC#N.CC#N

=====

8.
Here is a structure of composition C44H62BN10ORbS2 from OMol25. Energies are from the ωB97M-V functional and the def2-TZVPD basis.

Each line ends with the Mulliken charge.
Element x y z (Å)
Rb -0.03 -0.31 0.46  1.60
C 2.06 -3.72 -5.51  -1.25
C 2.45 -4.02 -4.04  -1.04
C 2.34 -2.86 -3.10  0.35
C 3.37 -2.01 -2.74  0.02
C 4.79 -2.18 -2.97  -1.24
C 5.53 -3.06 -1.90  -1.09
C 2.75 -0.97 -1.93  0.02
C 3.37 0.26 -1.51  -0.29
C 2.76 1.47 -1.16  0.02
C 3.42 2.73 -0.77  0.51
C 4.90 3.06 -0.91  -0.79
C 5.16 3.64 -2.26  -1.23
C 2.48 3.62 -0.47  0.91
C 1.17 2.92 -0.69  0.07
C -0.08 3.49 -0.49  -0.02
C -1.36 2.85 -0.49  0.99
N -1.59 1.62 -0.88  -0.56
C -2.92 1.39 -0.84  0.15
C -3.62 0.27 -1.25  -0.60
C -3.00 -1.00 -1.67  -0.30
N -1.68 -1.22 -1.60  -0.02
C -1.40 -2.34 -2.24  0.20
C -0.15 -2.88 -2.55  -0.39
C 1.14 -2.35 -2.45  -0.13
N 1.42 -1.25 -1.75  0.00
C -2.64 -3.00 -2.67  0.33
C -3.63 -2.11 -2.32  0.30
C -5.07 -2.18 -2.66  -1.03
C -6.08 -2.39 -1.47  -1.20
C -2.84 -4.25 -3.42  -1.14
C -2.54 -4.08 -4.91  -0.91
C -3.58 2.60 -0.28  0.70
C -2.62 3.53 -0.09  -0.59
C -2.83 4.86 0.53  -1.05
C -2.57 4.81 2.06  -0.72
C -5.05 2.70 -0.06  -1.01
C -5.88 2.87 -1.36  -1.08
N 1.40 1.67 -1.13  -0.62
C 2.63 5.09 -0.14  -1.20
C 2.68 5.37 1.35  -1.02
H 1.97 -4.61 -6.13  0.37
H 2.79 -3.05 -6.01  0.32
H 1.18 -3.05 -5.53  0.25
H 3.50 -4.41 -3.97  0.40
H 1.81 -4.83 -3.72  0.42
H 5.38 -1.25 -3.15  0.44
H 5.04 -2.65 -3.99  0.36
H 5.52 -2.54 -0.87  0.21
H 6.60 -3.22 -2.18  0.38
H 5.08 -4.06 -1.80  0.27
H 4.47 0.24 -1.55  0.10
H 5.53 2.11 -0.78  0.30
H 5.19 3.71 -0.09  0.43
H 4.68 3.06 -3.02  0.30
H 6.22 3.66 -2.48  0.42
H 4.79 4.68 -2.35  0.26
H -0.15 4.59 -0.27  -0.22
H -4.69 0.30 -1.35  0.15
H -0.14 -3.80 -3.04  0.42
H -5.22 -3.01 -3.44  0.34
H -5.34 -1.31 -3.22  0.44
H -5.67 -3.11 -0.82  0.32
H -7.04 -2.73 -1.84  0.42
H -6.28 -1.42 -0.95  0.22
H -3.90 -4.60 -3.19  0.46
H -2.13 -5.02 -3.01  0.29
H -3.17 -3.36 -5.43  0.31
H -2.47 -5.01 -5.52  0.34
H -1.58 -3.62 -4.97  0.12
H -3.83 5.32 0.21  0.46
H -2.11 5.58 0.11  0.41
H -3.14 4.02 2.54  0.21
H -2.69 5.80 2.50  0.44
H -1.48 4.52 2.18  -0.03
H -5.19 3.57 0.61  0.49
H -5.35 1.79 0.47  0.37
H -5.47 3.82 -1.83  0.25
H -6.98 2.97 -1.19  0.34
H -5.76 2.02 -2.07  0.26
H 1.75 5.58 -0.62  0.37
H 3.51 5.46 -0.70  0.26
H 1.97 4.69 1.86  0.06
H 2.47 6.41 1.70  0.37
H 3.69 5.12 1.69  0.29
C 0.76 -4.61 2.00  -0.98
N -0.22 -3.68 2.59  0.34
C -1.09 -2.92 1.87  -1.09
C -1.82 -2.24 2.75  -0.29
N -1.31 -2.45 4.00  0.34
B -1.64 -1.66 5.31  -0.50
N -0.58 -0.44 5.55  0.24
C 0.54 -0.60 6.35  -0.51
C 1.23 0.57 6.38  -0.48
N 0.45 1.48 5.65  0.36
C 0.85 2.85 5.46  -1.05
C -0.63 0.81 5.12  -0.06
S -1.88 1.54 4.18  -0.42
C -0.33 -3.43 3.91  -0.22
S 0.71 -4.22 5.06  -0.46
H 0.42 -4.73 0.97  0.32
H 0.73 -5.59 2.51  0.33
H 1.75 -4.18 1.99  0.31
H -1.17 -3.06 0.81  0.84
H -2.67 -1.56 2.63  0.53
H -2.77 -1.17 5.29  -0.15
H -1.38 -2.43 6.24  -0.15
H 0.74 -1.58 6.80  0.40
H 2.19 0.84 6.89  0.36
H 0.13 3.37 4.78  0.22
H 1.78 2.87 4.94  0.37
H 0.99 3.32 6.43  0.38
O 0.82 2.09 2.45  0.59
H 0.81 2.53 1.61  -0.29
H -0.10 1.94 2.72  -0.27
N 2.96 -0.29 2.55  -0.73
N 2.24 -1.49 2.76  -0.04
H 2.41 0.50 2.83  0.21
H 3.13 -0.16 1.53  0.38
H 1.32 -1.29 3.04  -0.19
H 2.65 -1.98 3.58  0.26

**Charge**: -2
**HOMO-LUMO gap**: 5.28 eV
**Energy relative to the best compared isomer or geometry (same formula, charge and spin)**: 25.2 kcal per mole

=====

9.
Here is an isolated molecule of C4H9NO from OMol25. Energies are from the ωB97M-V functional and the def2-TZVPD basis.

Each line ends with the Mulliken charge.
Element x y z (Å)
C 1.46 -0.29 -0.56  -1.57
C 0.25 0.13 0.10  1.30
N 0.20 1.47 0.48  -0.63
C -0.30 -0.80 1.11  -1.04
C -0.94 -0.58 -0.33  -0.25
O -2.10 0.21 -0.33  -0.57
H 1.38 -1.33 -0.69  0.41
H 2.36 -0.01 0.04  0.35
H 1.59 0.24 -1.53  0.35
H 0.67 2.04 -0.19  0.20
H -0.75 1.72 0.70  0.28
H -0.85 -0.46 1.97  0.28
H 0.23 -1.67 1.36  0.24
H -1.05 -1.43 -1.05  0.33
H -2.16 0.76 -1.10  0.32

**HOMO-LUMO gap**: 9.69 eV
**Energy relative to the best compared isomer or geometry (same formula, charge and spin)**: 57.2 kcal per mole
**SMILES**: C[C@]1(N)C[C@H]1O

=====

10.
Here is a cluster of 2 separate species, CHBrS in total from OMol25. Energies are from the ωB97M-V functional and the def2-TZVPD basis.

Each line ends with the Mulliken charge.
Element x y z (Å)
C -0.95 -0.16 0.07  0.18
S -1.90 1.00 0.11  -0.11
Br 2.80 -0.51 0.14  -0.12
H 0.05 -0.33 -0.32  0.05

**HOMO-LUMO gap (spin up / spin down)**: 9.96 / 4.20 eV
**Energy relative to the best compared isomer or geometry (same formula, charge and spin)**: 60.6 kcal per mole

=====

11.
Here is a structure of composition C3H4ClF6HoNO10P2Sb from OMol25. Energies are from the ωB97M-V functional and the def2-TZVPD basis.

Each line ends with the Mulliken charge.
Element x y z (Å)
Ho -0.27 0.42 -0.09  1.37
O 3.84 -0.39 1.21  -0.60
P 2.44 0.19 0.84  1.34
O 1.40 -0.14 1.98  -0.43
O 1.85 -0.22 -0.46  -0.43
O 2.64 1.77 0.86  -0.37
P 1.31 2.65 0.34  0.90
O 1.86 4.13 0.49  -0.54
O 0.22 2.28 1.28  -0.56
O 1.00 2.26 -1.06  -0.54
H 3.74 -1.32 1.48  0.40
H 2.24 4.43 -0.35  0.33
Cl -2.98 -1.05 -0.85  0.02
C -2.43 -1.61 -2.38  -0.31
C -1.41 -0.55 -3.12  0.57
O -1.59 -0.56 -4.32  -0.62
O -0.62 0.01 -2.35  -0.45
H -3.27 -1.79 -3.04  0.34
H -1.78 -2.47 -2.22  0.25
O -4.37 2.70 -0.57  -0.50
C -3.33 2.15 -0.49  0.75
N -2.27 1.59 -0.41  -0.53
F -1.15 -0.52 1.63  -0.65
Sb 0.45 -1.94 1.99  2.00
F 1.76 -2.46 3.28  -0.56
F -0.49 -1.63 3.58  -0.53
F 1.88 -2.61 0.92  -0.59
F -0.50 -3.51 1.83  -0.54
F -0.17 -1.82 0.00  -0.54

**Charge**: -1
**HOMO-LUMO gap (spin up / spin down)**: 10.11 / 4.48 eV
**2S+1**: 6

=====

no.,maximum force (eV Å⁻¹),calculated total energy (hartree)
1,4.9,-626.59244
2,3.3,-397.26925
3,0.8,-21618.68716
4,7.8,-379.84614
5,2.2,-927.79308
6,6.1,-1687.15641
7,4.7,-1482.33128
8,3.3,-3182.05575
9,3.0,-287.74130
10,2.0,-3010.76432
11,2.3,-3854.92835